ORCA calculation (ωB97M-V/def2-TZVPD) on 3 unconnected molecules or ions with the total composition C13H19FN2O15S4 at a distorted geometry.

E_LUMO: -2.724 eV
HOMO energy: -9.90 eV
SMILES: CCSC[C@@](N=C=O)(OC(=O)C(=O)NC(=O)F)S(C)(=O)=O.O=S1(=O)OCCO1.O=S1(=O)OCCO1
Relative energy (zero: lowest compared OMol25 entry of this formula, charge and spin): 0.0 kcal per mole
Orbital gap: 0.2636 hartree

```
54
Properties=species:S:1:pos:R:3:forces:R:3
H -2.1574 0.9352 -1.5390 0.2 -1.6 -0.5
O -0.7224 -3.1156 -2.6523 -2.2 0.2 7.8
C -3.9597 0.4668 -4.5476 -0.4 -0.4 0.3
H 2.5500 -1.2090 3.9082 0.0 -0.1 0.3
N -1.8774 -2.4236 -0.4967 3.8 -1.4 -3.5
S 0.9265 -3.6743 5.6350 0.0 0.1 -0.2
C -1.1414 -2.9313 -1.4778 -1.6 2.6 -4.0
H -4.7930 1.2542 -4.3772 1.6 -1.2 -0.4
F -1.7665 4.0472 0.8185 2.5 -2.0 -2.8
N 0.0419 2.5576 0.0349 -0.8 0.6 -0.6
H 0.3867 -2.1688 2.6242 -0.1 -0.2 0.2
C -4.4203 -0.8577 -3.6939 0.5 0.7 -1.6
O 0.9648 2.2926 -2.1195 -2.0 -3.5 4.8
H -5.5620 -0.9314 -3.8513 1.8 0.0 0.9
H 2.5906 -2.9067 3.3643 0.0 0.1 0.0
S -2.4588 -0.3571 1.1961 2.6 2.3 5.7
H 3.1738 2.4029 -1.5793 0.2 0.1 0.2
O 1.4054 -5.0164 5.4678 -0.6 0.9 0.3
H 4.5378 3.2483 -2.3553 -0.1 -0.1 0.0
C 0.5858 -2.1408 3.6956 0.3 0.7 0.0
C 2.0749 -2.1857 4.0063 0.0 -0.3 -0.6
O 6.8671 4.1560 -0.3470 -0.5 -1.0 0.6
C 5.0909 1.3684 -1.4206 -0.5 -0.3 0.1
H 5.2674 0.9219 -2.4003 0.2 0.1 0.2
H 0.8296 3.2316 0.1741 -0.7 -0.7 0.2
C -1.1330 3.3866 -0.3029 -2.8 1.0 -3.0
O -0.1917 -0.7647 -0.1752 -0.7 2.6 -1.5
H -4.3645 -1.9878 0.7078 0.8 1.5 1.4
O 2.1594 -2.6548 5.3518 -0.8 -0.2 0.4
O 1.0338 -0.4804 -2.1067 -2.8 3.3 4.9
O -2.6159 1.1462 1.2689 -0.3 -3.6 -1.7
C -4.0584 -1.2306 1.5370 -1.8 -0.3 -0.5
H -2.9664 0.8839 -4.1550 -1.5 -0.6 -0.7
O -1.6261 3.5425 -1.4498 2.3 -1.0 5.7
H 4.6337 0.6258 -0.7600 0.0 0.0 -0.1
C -2.1904 -0.1986 -1.7202 -0.7 0.4 0.2
O 0.2376 -3.2353 6.8125 0.7 -0.6 -0.8
C 0.4264 0.0938 -1.1417 2.4 -3.2 -3.7
H 0.1194 -1.2517 4.1278 0.1 -0.1 -0.1
C 4.2383 2.6260 -1.5067 0.2 0.0 -0.7
O 6.3236 1.7864 -0.8337 -0.2 0.9 0.2
H -1.7272 -0.5448 -2.7097 -0.2 0.6 1.7
H -4.0113 -1.7799 2.5412 0.5 1.0 -1.5
C 0.4735 1.6973 -1.0967 1.5 3.5 -4.1
O 0.0308 -3.2908 4.3364 0.7 -0.5 0.6
H -3.9604 -1.8231 -4.1201 -0.5 1.5 0.9
O -1.4921 -0.7912 2.3075 -2.8 0.3 -3.6
O 4.5209 3.3488 -0.3084 0.6 -0.5 0.5
S -4.0321 -0.6198 -1.8635 0.0 0.0 -0.7
S 6.0613 3.0691 0.1277 0.2 0.1 0.0
O 6.0727 2.6293 1.4913 0.0 0.6 -1.0
H -4.8720 -0.4030 1.6190 1.6 -1.3 -0.3
H -3.8412 0.2268 -5.6801 -0.3 0.4 2.0
C -1.6170 -0.9278 -0.4037 -0.2 -1.4 -1.8
```
Positions in Å, forces in eV/Å.

Here are the natural (NBO) charges for atoms 1 to 6, given in e: number 1, H, carries 0.270; number 2, O, carries -0.458; number 3, C, carries -0.632; number 4, H, carries 0.212; number 5, N, carries -0.595; number 6, S, carries 2.511